No. 1
Entry from the OMol25 dataset: 6 unconnected molecules or ions with the total composition C6H25NO5 at a distorted geometry (ωB97M-V/def2-TZVPD).

```
37
Properties=species:S:1:pos:R:3:forces:R:3
C 2.806424 -1.492495 -2.484051 0.061 1.057 1.039
C 2.845901 -1.539826 -0.930949 -0.201 0.453 -1.173
C 2.591629 -0.188656 -0.184315 0.214 -0.575 -0.725
C 2.744242 1.096060 -1.043638 0.396 -1.110 1.509
C 1.552443 1.477347 -1.904408 0.635 1.056 -0.819
C 0.135783 1.129241 -1.496883 -1.470 0.433 0.667
N -0.262979 1.423803 -0.112243 -0.423 -0.258 0.209
H 3.196992 -2.391754 -2.884802 0.434 -1.002 -0.384
H 3.426143 -0.669575 -2.860345 -0.413 -0.152 -0.223
H 1.764404 -1.432920 -2.799272 0.109 0.401 -0.276
H 3.809592 -1.944526 -0.616490 -0.154 -0.149 0.034
H 2.050987 -2.250476 -0.747595 0.027 -0.321 0.883
H 3.366317 -0.165394 0.581189 -0.222 0.247 0.297
H 1.622116 -0.241313 0.297639 0.099 0.088 0.175
H 2.983673 1.897473 -0.337452 -0.160 0.030 -0.114
H 3.680928 0.901879 -1.581835 -0.356 0.565 -0.417
H 1.792799 1.266312 -2.944341 -0.470 -0.732 -0.219
H 1.540250 2.567223 -1.975244 0.069 0.246 0.324
H -0.569318 1.756442 -2.067397 0.497 -0.090 -0.295
H -0.254492 0.127811 -1.717576 0.810 -0.268 -0.019
H 0.084939 0.845923 0.646867 0.164 0.168 -0.305
H -0.360431 2.393262 0.161579 0.357 -0.089 -0.357
O 0.108413 -0.323014 2.288534 -0.272 0.014 -0.048
H -0.333587 -1.207862 2.203227 0.738 0.507 0.313
H 0.629103 -0.241264 3.097935 -0.302 -0.487 -0.252
O -1.201986 -2.712184 1.750670 0.538 0.118 0.989
H -1.334730 -2.808295 0.816577 -0.180 -0.078 -0.670
H -1.982308 -2.238297 2.071854 -0.496 -0.128 -0.297
O -2.140764 2.667799 2.184641 0.356 -0.125 0.889
H -1.960505 2.617676 3.152008 -0.171 -0.047 -1.172
H -1.607319 1.962351 1.784203 -0.234 0.024 0.234
O -3.534620 -1.272447 1.481500 0.395 0.008 -0.299
H -3.374519 -1.019549 0.540807 -0.518 0.049 0.587
H -4.481068 -1.326891 1.627249 -0.039 0.028 -0.195
O -3.296242 0.042663 -1.002211 0.121 -0.247 -0.028
H -2.341343 0.146558 -1.093439 0.152 0.126 0.030
H -3.551057 0.848100 -0.545402 -0.093 0.237 0.107
```
Forces are in eV/Å.

## Properties
Kohn-Sham gap = 0.3512 hartree
energy relative to the best compared isomer or geometry (same formula, charge and spin) = 27.9 kcal/mol
E = -18355.0665 eV
SMILES = CCCCCCN.O.O.O.O.O
HOMO level = -9.1 eV
largest force on an atom = 1.9 eV Å⁻¹

Atomic partial charges in e from the natural (NBO) method, atoms 1 to 5: C -0.606; C -0.396; C -0.403; C -0.403; C -0.439

No. 2
Entry from the OMol25 dataset: 7 unconnected molecules or ions with the total composition C6H25NO7 at a distorted geometry (ωB97M-V/def2-TZVPD).

```
39
Properties=species:S:1:pos:R:3:forces:R:3
C -2.641718 0.977448 -0.112072 -0.285 1.156 0.527
C -1.974225 1.554677 0.894463 -0.175 0.640 -1.786
C -0.598788 1.858762 0.620319 2.306 -2.534 -2.879
C 0.235416 0.668749 1.015805 0.953 -3.069 1.172
C 0.892023 0.752426 2.453283 0.720 1.434 -2.438
O 1.561575 1.958762 2.806343 0.918 1.761 -2.146
N 1.219251 0.191114 0.027479 -0.225 -0.606 -0.385
C 1.709334 -1.215921 0.293383 -1.122 3.299 1.081
H -3.674544 1.084445 -0.119951 -2.083 -0.758 0.381
H -2.286076 0.664219 -1.111697 0.613 0.329 0.984
H -2.128849 2.032635 1.847896 -2.026 -0.523 0.258
H -0.400612 2.018222 -0.446616 -0.297 -0.463 -0.162
H -0.272436 2.745455 0.965696 1.074 2.978 2.129
H -0.549992 -0.225044 1.042621 1.654 1.547 0.359
H 1.616142 0.000858 2.614804 0.444 -1.334 -0.030
H 0.164041 0.691473 3.157333 -2.324 -0.509 2.182
H 2.006391 2.396586 2.003063 -0.986 -1.224 1.701
H 1.952214 0.859859 -0.182104 -0.180 -0.189 0.237
H 0.737333 -1.738513 0.236609 0.779 -0.600 1.038
H 2.250951 -1.537989 -0.563944 0.936 -0.238 -0.383
H 2.314189 -1.113836 1.276216 -0.964 -1.408 -1.577
O 2.706961 -3.792840 2.085005 -0.271 0.638 0.526
H 2.712522 -3.766247 1.133222 0.097 -0.225 -0.606
H 2.362488 -2.907515 2.296347 0.188 -0.534 0.127
O 2.487146 2.142301 -1.406798 0.286 0.981 0.866
H 2.452383 3.022857 -1.770400 -0.033 0.661 0.060
H 2.564626 1.630164 -2.186549 -0.075 -1.158 -1.236
O 0.157921 2.267598 -3.689304 -1.231 -1.706 0.675
H -0.148773 2.403354 -2.779023 0.457 0.639 -0.009
H -0.354327 1.408649 -3.784480 0.807 1.130 -0.628
O -2.399237 -3.664494 1.114204 0.076 -1.647 0.010
H -2.070974 -2.965144 1.666129 -0.228 0.599 0.325
H -3.331273 -3.528537 0.924848 0.018 0.370 0.376
O -1.416351 -0.168886 -3.700483 1.269 -0.004 -0.116
H -2.239790 -0.611375 -3.781097 -1.563 -0.278 0.078
H -0.816411 -0.882746 -3.946801 0.336 0.192 0.117
O -2.295158 -2.005372 -0.775877 1.849 3.862 -1.004
H -2.164164 -2.888578 -0.560122 0.331 -2.625 0.735
H -1.384915 -1.604450 -0.580160 -2.045 -0.588 -0.563
```
Forces are in eV/Å.

## Properties
Kohn-Sham gap = 0.3217 hartree
energy relative to the best compared isomer or geometry (same formula, charge and spin) = 133.8 kcal/mol
E = -22446.2004 eV
SMILES = C=CC[C@H](CO)NC.O.O.O.O.O.O
HOMO level = -8.5 eV
largest force on an atom = 4.5 eV Å⁻¹

Atomic partial charges in e from the natural (NBO) method, atoms 1 to 5: C -0.382; C -0.197; C -0.460; C -0.039; C -0.076

No. 3
Entry from the OMol25 dataset: 7 unconnected molecules or ions with the total composition C6H26NO6 at a distorted geometry (ωB97M-V/def2-TZVPD).

```
39
Properties=species:S:1:pos:R:3:forces:R:3
C -0.417941 -0.579791 -1.034644 0.102 1.545 1.357
C -1.431686 -1.633780 -0.585771 1.282 -0.436 -1.893
C -2.811274 -1.320668 -1.264470 0.615 -1.653 0.705
C -3.558221 0.696317 -2.461246 -0.032 -0.181 0.802
C -3.309553 0.100277 -1.287734 -0.049 -0.396 -0.732
C -3.497037 0.663520 0.101807 -0.045 1.137 -0.295
N 0.921367 -0.670013 -0.248993 -2.604 -0.786 -0.543
H -0.936986 0.369072 -0.745215 1.211 -0.291 -0.543
H -0.094770 -0.542542 -2.082742 -0.723 -0.298 0.175
H -0.935571 -2.592163 -0.883330 -1.201 0.175 -0.200
H -1.545154 -1.765431 0.461252 0.169 0.711 1.230
H -2.666426 -1.735665 -2.266307 -0.817 0.113 0.010
H -3.532830 -1.906101 -0.629769 0.370 0.226 -1.103
H -3.416619 0.288094 -3.459718 0.184 -0.359 0.422
H -4.005099 1.659776 -2.453642 -0.279 0.835 0.001
H -4.201797 1.506980 0.256982 0.462 -0.299 -0.747
H -3.876567 -0.088162 0.781569 0.375 -0.387 0.225
H -2.496406 1.035525 0.389443 -0.470 -0.244 0.550
H 0.609169 -0.661680 0.720956 0.665 0.037 0.447
H 1.352419 -1.589715 -0.469297 0.292 0.618 0.462
H 1.572259 0.096760 -0.444499 0.323 -0.160 0.156
H 3.707758 0.871252 0.196022 -0.041 0.846 -0.150
H 3.097264 1.322233 -1.267169 0.543 0.508 1.100
O 3.390818 0.607407 -0.666793 -0.346 -1.544 -0.704
H 3.097759 -3.008889 -1.293613 0.396 0.266 -0.285
H 3.458092 -1.574832 -0.672004 0.277 -0.174 -0.622
O 3.189556 -2.486787 -0.493703 -0.619 0.076 0.713
H 1.164225 1.632301 2.998790 -0.526 0.027 -0.085
H 2.228747 2.620303 2.698140 -0.189 0.387 0.021
O 1.268740 2.570608 2.813885 0.581 -0.300 -0.078
H 0.020374 -1.551946 3.286989 -0.119 0.158 0.336
H -0.813774 -0.282478 3.706813 0.073 -0.355 0.055
O -0.537848 -0.835751 2.966282 0.088 0.239 -0.517
H 2.346644 0.089383 3.196559 0.734 -0.366 0.245
H 3.348911 -0.731242 2.239977 0.064 0.094 0.689
O 2.471599 -0.354381 2.355810 -0.573 0.009 -0.906
H 2.103065 3.554445 -0.735768 -0.053 0.346 -0.432
H 2.371463 3.298323 -2.308110 -0.192 0.531 0.478
O 2.365328 2.929442 -1.416739 0.071 -0.656 -0.344
```
Forces are in eV/Å.

## Properties
Kohn-Sham gap = 0.3373 hartree
energy relative to the best compared isomer or geometry (same formula, charge and spin) = 44.7 kcal/mol
E = -20412.4842 eV
net charge = +1
HOMO level = -12.0 eV
largest force on an atom = 2.8 eV Å⁻¹

Atomic partial charges in e from the natural (NBO) method, atoms 1 to 5: C -0.219; C -0.426; C -0.432; C -0.384; C -0.002

No. 4
Entry from the OMol25 dataset: 7 unconnected molecules or ions with the total composition C6H26NO7 at a distorted geometry (ωB97M-V/def2-TZVPD).

```
40
Properties=species:S:1:pos:R:3:forces:R:3
C -0.222291 1.937920 -1.700612 -0.550 1.632 2.176
O 0.481650 2.364100 -0.463893 0.868 -1.324 -2.333
C -0.412404 0.387792 -1.694989 2.177 2.636 0.896
C -1.793678 0.112494 -1.196474 -1.094 0.273 -2.099
C -2.090500 0.581653 0.201989 0.542 1.046 -0.623
C -1.118885 -0.132124 1.073833 1.251 -3.251 1.641
C -1.783168 -1.159405 2.127409 3.296 -0.924 -2.027
N -0.194745 0.020728 -3.060651 3.416 -2.747 -0.419
H -1.156344 2.526196 -1.718862 -0.210 -0.583 0.294
H 0.295954 2.418583 -2.517149 0.688 -0.814 -0.579
H 0.507756 0.066203 -0.997662 -2.589 0.155 -1.797
H -2.458536 0.623687 -2.024932 0.698 -0.948 1.560
H -1.987817 -0.972499 -1.199959 0.078 0.256 -0.241
H -3.100164 0.214829 0.320677 -0.479 0.436 0.834
H -1.957483 1.687792 0.399218 -0.638 -1.108 -0.548
H -0.475369 0.538299 1.620375 -0.460 0.478 0.294
H -0.316973 -0.771659 0.553585 -1.757 1.047 0.245
H -1.861461 -0.603313 2.994235 -0.389 0.850 2.226
H -2.781806 -1.495469 1.850859 0.304 -0.406 -0.264
H -0.943330 -2.008973 2.289578 -2.447 1.578 -0.261
H -0.978794 -0.255736 -3.595883 -1.049 -0.442 -0.155
H 0.513205 -0.794496 -3.056295 -1.857 1.658 -0.507
H 1.095662 0.149312 2.791751 -0.929 -1.631 1.184
H 1.572839 0.751615 1.610944 0.446 0.386 -2.332
O 1.574242 0.903016 2.531927 0.954 1.009 1.276
H 1.349990 1.865462 -0.681526 -0.882 1.206 1.610
H 3.356487 0.704714 -0.010902 6.562 -0.520 3.737
O 2.616886 0.837881 -0.430254 -6.126 -0.683 -3.880
H 0.072770 2.807577 1.111159 -0.388 -0.285 2.098
H -0.072039 2.386866 2.722649 0.789 -1.024 0.017
O -0.253772 3.024581 2.057501 -0.592 1.705 -2.076
H 2.202305 -1.966964 1.532998 1.327 2.561 -0.338
H 1.274060 -2.907155 0.946828 0.338 -0.314 0.781
O 1.899522 -2.814007 1.714494 -1.752 -2.270 -0.384
H 0.161226 -3.389943 -1.085830 -0.387 1.321 0.969
H 0.771986 -1.982837 -0.686686 -0.155 -0.758 -0.250
O -0.068597 -2.596975 -0.523099 0.236 -1.520 -0.734
H 1.820945 -1.317774 -1.935644 -1.107 1.138 -5.533
H 2.415557 -0.208302 -0.756726 -0.145 0.612 0.280
O 2.045116 -1.533673 -1.113980 2.014 -0.429 5.262
```
Forces are in eV/Å.

## Properties
Kohn-Sham gap = 0.3460 hartree
energy relative to the best compared isomer or geometry (same formula, charge and spin) = 80.0 kcal/mol
E = -22465.6810 eV
net charge = -1
HOMO level = -6.1 eV
largest force on an atom = 7.6 eV Å⁻¹

Atomic partial charges in e from the natural (NBO) method, atoms 1 to 5: C -0.080; O -0.818; C -0.123; C -0.390; C -0.441